# 1
A 3-piece molecular cluster, C5H13NO2 overall at a distorted geometry, computed with ωB97M-V with the def2-TZVPD basis set.

XYZ file:
```
21
Properties=species:S:1:pos:R:3
C 0.195 -0.918 -2.264
N -1.984 0.055 -0.669
C -0.639 0.337 -0.344
C 0.403 0.032 -1.154
C 1.694 0.615 -0.781
C 1.923 1.906 -0.582
H -0.443 -1.751 -1.958
H 1.152 -1.418 -2.484
H -0.120 -0.596 -3.262
H -2.269 -0.903 -0.809
H -2.690 0.656 -0.293
H -0.489 0.901 0.566
H 2.466 -0.148 -0.680
H 1.063 2.566 -0.600
H 2.887 2.324 -0.346
H 1.299 -0.993 2.581
H 2.175 -1.714 1.531
O 1.826 -0.858 1.788
H -3.026 0.415 2.701
H -1.945 -0.565 2.309
O -2.817 -0.502 2.757
```

- SMILES: C=C/C(C)=C/N.O.O
- Kohn-Sham gap: 8.26 eV
- Molar mass: 119.164 g/mol
- DFT total energy: -403.478899 Ha

Atom charges from the Mulliken analysis, given in e for atoms 1 to 8:
1 C -1.177
2 N -0.479
3 C -0.514
4 C 0.932
5 C -0.580
6 C -0.723
7 H 0.332
8 H 0.349

# 2
A 2-piece molecular cluster, C5H13NO2 overall at a distorted geometry, computed with ωB97M-V with the def2-TZVPD basis set.

XYZ file:
```
21
Properties=species:S:1:pos:R:3
C 0.918 -1.469 -0.297
C -0.810 -0.908 0.034
C -1.479 -0.778 -1.329
N 1.736 -1.541 0.813
H 1.451 -2.262 1.467
H 1.761 -0.596 1.288
H 1.259 -0.728 -1.015
H 0.774 -2.433 -0.788
H -1.269 -0.226 0.744
H -1.126 -1.837 0.519
H -1.100 0.085 -1.879
H -1.273 -1.651 -1.957
H -2.563 -0.690 -1.228
C 0.412 2.122 -0.461
C 0.278 1.437 0.870
O -0.819 1.889 1.543
O 1.244 1.016 1.524
H -0.735 1.636 2.473
H 1.157 1.630 -1.070
H -0.551 2.158 -0.967
H 0.737 3.148 -0.284
```

- SMILES: CC(=O)O.CCCN
- Kohn-Sham gap: 8.91 eV
- Molar mass: 119.164 g/mol
- DFT total energy: -403.491048 Ha

Atom charges from the Mulliken analysis, given in e for atoms 1 to 8:
1 C -0.903
2 C -0.480
3 C -1.118
4 N -0.612
5 H 0.247
6 H 0.392
7 H 0.344
8 H 0.448

The records above give, respectively, ΔE to the lowest compared entry with this formula, charge and spin values of 2.659 2.328 eV.